Entry from the Open Molecules 2025 dataset: a structure of composition C22H29IrN4O2P (wB97M-V/def2-TZVPD).

```
59
C22H29IrN4O2P | the Open Molecules 2025 dataset | wB97M-V/def2-TZVPD
Ir 0.191 0.588 0.664
C -2.838 -3.360 2.529
O -1.535 -2.879 2.058
C -1.372 -1.681 1.623
O -0.197 -1.320 1.325
N -2.407 -0.835 1.502
N -2.149 0.452 0.994
H -2.656 -4.381 2.843
H -3.553 -3.349 1.708
H -3.160 -2.759 3.378
H -3.365 -1.128 1.645
H -2.529 1.159 1.622
H -2.634 0.538 0.102
C 1.752 -6.138 -2.734
C 0.813 -5.144 -3.024
C 0.873 -3.941 -2.361
C 1.883 -3.733 -1.388
C 2.826 -4.754 -1.094
C 2.751 -5.944 -1.778
P 1.918 -2.239 -0.556
C 2.774 -2.189 0.930
C 3.496 -1.022 1.276
C 4.241 -1.019 2.433
C 4.236 -2.140 3.268
C 3.494 -3.278 2.952
C 2.744 -3.305 1.797
C 1.708 -0.816 -1.539
C 2.245 -0.950 -2.847
C 2.130 0.078 -3.749
C 1.425 1.222 -3.376
C 0.888 1.354 -2.104
C 0.999 0.359 -1.131
H 1.711 -7.079 -3.270
H 0.036 -5.332 -3.752
H 0.151 -3.162 -2.572
H 3.637 -4.573 -0.402
H 3.475 -6.726 -1.592
H 3.517 -0.177 0.600
H 4.852 -0.165 2.689
H 4.817 -2.122 4.182
H 3.502 -4.132 3.615
H 2.127 -4.164 1.566
H 2.789 -1.844 -3.123
H 2.565 -0.009 -4.735
H 1.278 2.012 -4.102
H 0.288 2.229 -1.891
N 1.874 6.257 0.071
C 1.128 5.170 0.806
C 1.379 3.781 0.203
N 0.617 2.738 0.952
H 1.656 7.175 0.478
H 1.624 6.311 -0.922
H 2.891 6.145 0.129
H 0.073 5.442 0.765
H 1.457 5.224 1.843
H 2.437 3.523 0.264
H 1.092 3.752 -0.845
H -0.325 3.097 1.099
H 1.039 2.652 1.877
```

expectation value of S² = 0.7535
2S+1 = 2
HOMO energy (spin up / spin down) = -19.303 / -19.300 eV
total charge = +4
ΔE to the lowest compared entry with this formula, charge and spin = 75.1 kJ/mol
E_LUMO (spin up / spin down) = -13.2600 / -13.2735 eV
electronic energy = -1669.36667 hartree

Here are the Mulliken charges for atoms 1 to 6, given in e:
1 Ir 1.194
2 C -0.857
3 O -0.313
4 C 0.868
5 O -0.785
6 N -0.040

Entry from the Open Molecules 2025 dataset: a structure of composition C46H46CuN3O6PTe (wB97M-V/def2-TZVPD).

```
104
C46H46CuN3O6PTe | the Open Molecules 2025 dataset | wB97M-V/def2-TZVPD
Cu 1.543 -0.747 0.161
O 4.903 -3.646 0.568
C 3.815 -2.812 0.540
O 2.699 -3.146 0.148
C 4.200 -1.521 1.143
C 5.457 -1.411 1.758
C 5.826 -0.190 2.315
C 4.900 0.833 2.251
C 3.762 0.703 1.446
N 3.402 -0.481 0.942
C 3.061 1.903 0.932
O 3.524 3.089 1.412
O 2.139 1.872 0.127
H 4.598 -4.490 0.167
H 6.096 -2.276 1.775
H 6.786 -0.067 2.788
H 5.051 1.782 2.791
H 4.110 2.981 2.199
O -0.756 -4.202 0.810
N -0.696 -3.258 -0.225
C -0.186 -3.728 -1.318
C -0.384 -3.015 -2.587
C -1.210 -3.751 -3.506
C -1.593 -3.283 -4.752
C -1.150 -2.006 -5.117
C -0.348 -1.263 -4.247
C 0.053 -1.722 -2.976
P 1.263 -0.668 -2.124
C 2.850 -1.184 -2.749
C 3.047 -2.335 -3.545
C 4.317 -2.836 -3.761
C 5.418 -2.035 -3.463
C 5.257 -0.781 -2.884
C 3.977 -0.383 -2.511
C 0.964 0.986 -2.777
C -0.205 1.656 -2.392
C -0.437 2.977 -2.780
C 0.512 3.633 -3.563
C 1.661 2.972 -3.968
C 1.824 1.625 -3.707
H -1.029 -3.633 1.590
H 0.343 -4.684 -1.357
H -1.519 -4.722 -3.172
H -2.264 -3.819 -5.411
H -1.355 -1.572 -6.082
H -0.104 -0.257 -4.592
H 2.189 -2.901 -3.931
H 4.443 -3.803 -4.207
H 6.425 -2.363 -3.657
H 6.111 -0.127 -2.712
H 3.855 0.608 -2.053
H -0.928 1.184 -1.736
H -1.303 3.540 -2.409
H 0.306 4.632 -3.908
H 2.437 3.506 -4.504
H 2.613 1.082 -4.201
C 1.344 -2.196 3.731
C 0.122 -1.950 2.869
O -0.978 -2.550 3.113
N 0.306 -1.096 1.834
Te -1.282 -0.215 0.952
C -3.517 -0.614 1.735
C -4.377 -1.365 0.932
C -3.892 -2.254 -0.201
C -5.768 -1.293 1.162
C -6.316 -0.517 2.192
C -7.792 -0.343 2.379
C -5.412 0.158 2.995
C -4.020 0.028 2.850
C -3.112 0.501 3.929
C -1.387 2.026 1.367
C -0.453 2.610 2.257
C 0.104 1.851 3.408
C -0.109 3.961 2.054
C -0.872 4.812 1.233
C -0.546 6.270 1.194
C -1.895 4.231 0.489
C -2.195 2.843 0.526
C -3.343 2.293 -0.270
H 1.101 -2.472 4.776
H 1.985 -1.291 3.753
H 1.933 -3.042 3.327
H -2.843 -2.481 -0.107
H -4.005 -1.711 -1.181
H -4.487 -3.181 -0.235
H -6.426 -1.865 0.497
H -8.367 -0.741 1.551
H -8.045 0.736 2.493
H -8.141 -0.848 3.294
H -5.718 0.784 3.822
H -3.632 0.493 4.900
H -2.797 1.549 3.734
H -2.226 -0.142 3.988
H -0.659 1.217 3.887
H 0.552 2.543 4.174
H 0.923 1.141 3.101
H 0.787 4.327 2.572
H -0.295 6.637 2.202
H -1.397 6.857 0.828
H 0.335 6.501 0.558
H -2.470 4.865 -0.154
H -4.108 3.085 -0.427
H -3.839 1.446 0.227
H -3.040 1.957 -1.283
```

2S+1 = 1
HOMO energy = -10.381 eV
total charge = +1
E_LUMO = -3.3998 eV
electronic energy = -4645.77933 hartree

Here are the Mulliken charges for atoms 1 to 6, given in e:
1 Cu 0.064
2 O -0.490
3 C -0.136
4 O -0.317
5 C 0.639
6 C -0.764

Entry from the Open Molecules 2025 dataset: an isolated molecule of C4H6FN3 (wB97M-V/def2-TZVPD).

```
14
C4H6FN3 | the Open Molecules 2025 dataset | wB97M-V/def2-TZVPD
C 2.056 -0.107 -2.034
N 1.425 -0.954 -1.360
N 0.494 -0.474 -0.469
C -0.336 -1.360 0.221
N -1.149 -1.139 1.193
C -1.261 0.177 1.785
C -1.558 1.339 1.290
F -1.559 1.486 -0.084
H 1.968 0.998 -2.047
H 2.716 -0.566 -2.801
H 0.368 0.510 -0.341
H -0.147 -2.364 -0.067
H -1.296 0.149 2.884
H -1.721 2.304 1.829
```

2S+1 = 1
SMILES = C=NN/C=N\C=C/F
HOMO energy = -8.894 eV
total charge = 0
ΔE to the lowest compared entry with this formula, charge and spin = 223.1 kJ/mol
E_LUMO = 0.9375 eV
electronic energy = -420.05868 hartree

Here are the Mulliken charges for atoms 1 to 6, given in e:
1 C -0.278
2 N -0.720
3 N 0.271
4 C 0.054
5 N -0.497
6 C -0.120

Entry from the Open Molecules 2025 dataset: a structure of composition C18H32GeN5O6SeW (wB97M-V/def2-TZVPD).

```
64
C18H32GeN5O6SeW | the Open Molecules 2025 dataset | wB97M-V/def2-TZVPD
W 1.503 1.634 -0.783
N 1.037 0.554 1.217
C 0.064 -0.554 0.991
C 0.055 -1.681 2.016
C 1.362 -2.462 2.181
C 1.185 -3.721 3.030
N 0.523 -4.785 2.273
C 0.421 -6.051 2.696
N -0.149 -6.967 1.920
N 0.906 -6.399 3.882
C 0.300 -1.020 -0.436
O 0.272 -2.131 -0.845
O 0.529 0.074 -1.238
H 1.856 0.232 1.729
H 0.609 1.271 1.802
H -0.926 -0.088 0.975
H -0.755 -2.348 1.711
H -0.252 -1.265 2.979
H 2.108 -1.851 2.694
H 1.782 -2.741 1.212
H 0.605 -3.478 3.926
H 2.167 -4.078 3.342
H 0.034 -4.540 1.426
H -0.486 -6.747 0.998
H -0.296 -7.909 2.245
H 1.254 -5.719 4.535
H 0.872 -7.356 4.196
O 0.561 2.631 -2.315
C -0.309 3.170 -1.494
O 0.030 2.974 -0.247
C -1.471 3.865 -1.906
C -1.742 4.053 -3.276
C -2.873 4.744 -3.654
C -3.739 5.246 -2.682
C -3.454 5.040 -1.340
C -2.339 4.366 -0.922
N -4.387 5.561 -0.308
O -5.304 6.237 -0.699
O -4.145 5.253 0.838
H -1.063 3.660 -4.019
H -3.093 4.901 -4.700
H -4.631 5.797 -2.951
H -2.152 4.236 0.134
C 2.734 2.605 0.699
Ge 3.576 2.202 -2.446
C 3.139 1.692 -4.266
C 4.057 4.072 -2.296
C 4.827 1.007 -1.500
Se 3.494 -0.206 -0.719
C 3.146 -1.288 -2.309
H 3.343 3.360 0.195
H 3.395 1.999 1.320
H 2.061 3.157 1.363
H 2.859 2.596 -4.804
H 2.319 0.980 -4.335
H 4.022 1.261 -4.737
H 3.248 4.730 -2.610
H 4.884 4.198 -3.001
H 4.415 4.357 -1.309
H 5.328 1.500 -0.669
H 5.549 0.419 -2.061
H 2.428 -0.800 -2.959
H 2.756 -2.241 -1.964
H 4.104 -1.426 -2.804
```

2S+1 = 1
HOMO energy = -17.234 eV
total charge = +3
ΔE to the lowest compared entry with this formula, charge and spin = 19.6 kJ/mol
E_LUMO = -10.2568 eV
electronic energy = -5974.79631 hartree

Here are the Mulliken charges for atoms 1 to 6, given in e:
1 W 2.034
2 N -0.663
3 C 0.198
4 C -1.029
5 C -0.572
6 C -1.132

Entry from the Open Molecules 2025 dataset: a structure of composition C50H48N3O4SnTe (wB97M-V/def2-TZVPD).

```
107
C50H48N3O4SnTe | the Open Molecules 2025 dataset | wB97M-V/def2-TZVPD
Sn 1.206 -0.581 0.752
O 3.197 -1.244 -1.363
C 3.518 -0.006 -1.755
C 3.185 0.228 -3.110
C 3.629 1.334 -3.782
C 4.452 2.269 -3.135
C 4.736 2.092 -1.807
C 4.230 1.012 -1.050
C 4.358 1.140 0.393
N 3.489 0.740 1.238
C 3.801 0.888 2.646
C 3.344 -0.350 3.411
N 1.926 -0.582 3.228
C 1.177 -0.625 4.260
C -0.246 -0.869 4.302
C -0.880 -0.751 5.553
C -2.219 -1.001 5.725
C -2.973 -1.410 4.611
C -2.391 -1.547 3.377
C -1.009 -1.267 3.159
O -0.525 -1.389 1.974
H 2.570 -0.521 -3.596
H 3.364 1.478 -4.823
H 4.822 3.137 -3.666
H 5.318 2.842 -1.279
H 5.253 1.662 0.754
H 3.276 1.763 3.046
H 4.874 1.037 2.820
H 3.605 -0.238 4.474
H 3.881 -1.205 2.994
H 1.641 -0.473 5.246
H -0.277 -0.449 6.406
H -2.685 -0.897 6.697
H -4.031 -1.621 4.730
H -2.962 -1.864 2.510
C -5.830 0.795 -1.604
C -4.416 0.308 -1.396
C -4.109 -1.020 -1.199
C -2.799 -1.499 -1.088
C -2.724 -2.974 -0.931
O -3.669 -3.588 -0.457
C -1.616 -3.802 -1.515
C -1.287 -5.000 -0.890
C -0.413 -5.891 -1.495
C 0.135 -5.591 -2.735
C -0.198 -4.398 -3.365
C -1.074 -3.510 -2.761
C -1.678 -0.593 -1.082
O -0.452 -0.967 -1.008
C -2.036 0.805 -1.201
C -3.348 1.201 -1.402
C -1.030 1.886 -1.077
N -0.198 1.888 -0.116
C 0.787 2.943 0.055
C 0.499 3.832 1.282
Te -0.321 2.780 2.980
C -2.334 3.039 2.388
C -2.848 4.298 2.086
C -4.187 4.444 1.753
C -5.025 3.334 1.731
C -4.513 2.078 2.022
C -3.170 1.929 2.347
C -1.117 2.989 -2.098
C -1.557 4.264 -1.754
C -1.625 5.267 -2.714
C -1.252 5.001 -4.024
C -0.823 3.727 -4.374
C -0.761 2.724 -3.417
H -6.546 -0.023 -1.508
H -5.951 1.231 -2.601
H -6.093 1.570 -0.879
H -4.902 -1.760 -1.168
H -1.743 -5.229 0.066
H -0.159 -6.822 -1.000
H 0.835 -6.275 -3.202
H 0.224 -4.165 -4.337
H -1.351 -2.588 -3.259
H -3.561 2.261 -1.512
H 0.864 3.588 -0.825
H 1.751 2.456 0.183
H -0.223 4.606 1.024
H 1.411 4.318 1.630
H -2.203 5.170 2.112
H -4.580 5.429 1.531
H -6.075 3.452 1.486
H -5.152 1.202 1.990
H -2.771 0.942 2.556
H -1.860 4.461 -0.730
H -1.966 6.258 -2.436
H -1.302 5.785 -4.771
H -0.540 3.514 -5.399
H -0.426 1.726 -3.679
C 4.295 -3.914 0.904
C 3.436 -3.370 -0.238
C 2.027 -3.957 -0.121
C 4.054 -3.805 -1.575
C 3.377 -1.849 -0.076
H 4.201 -5.001 0.970
H 3.982 -3.483 1.862
H 5.349 -3.664 0.749
H 2.025 -5.041 -0.275
H 1.368 -3.504 -0.865
H 1.613 -3.739 0.869
H 4.128 -4.897 -1.623
H 5.058 -3.382 -1.688
H 3.445 -3.461 -2.414
H 4.302 -1.473 0.372
```

2S+1 = 1
HOMO energy = -3.483 eV
total charge = -1
ΔE to the lowest compared entry with this formula, charge and spin = 11.4 kJ/mol
E_LUMO = 2.0926 eV
electronic energy = -2881.67668 hartree

Here are the Mulliken charges for atoms 1 to 6, given in e:
1 Sn 2.543
2 O 0.367
3 C 0.337
4 C -1.032
5 C -0.504
6 C -0.850

Entry from the Open Molecules 2025 dataset: a cluster of 12 separate species, H24O12 in total (wB97M-V/def2-TZVPD).

```
36
H24O12 | the Open Molecules 2025 dataset | wB97M-V/def2-TZVPD
O -0.341 -0.328 0.196
H -0.607 -1.101 0.707
H 0.563 -0.525 -0.074
O -4.520 2.476 -0.160
H -4.709 1.754 0.450
H -3.586 2.665 -0.016
O 1.170 0.436 3.063
H 0.793 0.777 3.882
H 1.441 1.226 2.582
O 1.399 0.391 -1.433
H 2.097 -0.190 -1.756
H 0.636 0.167 -1.977
O -2.819 1.840 -1.456
H -2.636 0.941 -1.160
H -3.028 1.740 -2.392
O -3.504 -0.909 -1.805
H -2.611 -0.701 -1.509
H -4.069 -0.588 -1.093
O -0.143 -3.318 1.148
H -0.700 -4.011 0.775
H 0.488 -3.796 1.698
O 1.693 4.034 0.666
H 2.415 4.428 0.163
H 1.896 3.092 0.669
O 1.049 -2.538 -2.902
H 0.531 -3.351 -2.886
H 1.587 -2.588 -2.103
O 3.934 1.378 -1.291
H 4.610 1.977 -1.626
H 4.122 1.315 -0.348
O -2.370 -1.437 2.386
H -1.992 -2.036 3.040
H -2.849 -0.787 2.913
O 3.461 -0.745 0.176
H 3.794 -0.318 0.973
H 2.804 -1.370 0.501
```

2S+1 = 1
SMILES = O.O.O.O.O.O.O.O.O.O.O.O
HOMO energy = -9.367 eV
total charge = 0
ΔE to the lowest compared entry with this formula, charge and spin = 363.2 kJ/mol
E_LUMO = -0.1569 eV
electronic energy = -917.18704 hartree

Here are the Mulliken charges for atoms 1 to 6, given in e:
1 O -0.480
2 H 0.280
3 H 0.253
4 O -0.602
5 H 0.262
6 H 0.348

Entry from the Open Molecules 2025 dataset: a cluster of 2 separate species, C4H8N3O5P in total (wB97M-V/def2-TZVPD).

```
21
C4H8N3O5P | the Open Molecules 2025 dataset | wB97M-V/def2-TZVPD
C -1.695 0.522 0.041
C 2.203 -2.013 2.362
C 1.735 -1.216 -0.612
C 0.931 -1.552 1.478
N -2.655 1.356 0.673
N -1.165 0.623 -1.079
N 1.277 -0.676 0.409
O 2.964 -2.747 1.756
O -2.084 1.661 -3.307
O 0.141 2.336 -2.590
O 2.252 -1.511 3.469
O -1.830 3.203 -1.210
P -1.329 2.036 -2.097
H -1.699 -0.364 0.653
H 2.224 -0.536 -1.397
H -2.609 2.173 0.006
H 1.759 -2.303 -0.644
H 0.146 -0.993 2.244
H 0.408 -2.475 1.007
H -2.337 1.509 1.619
H 0.365 1.671 -3.193
```

2S+1 = 1
HOMO energy = -1.894 eV
total charge = -2
ΔE to the lowest compared entry with this formula, charge and spin = 0.0 kJ/mol
E_LUMO = 5.9869 eV
electronic energy = -1039.15881 hartree

Here are the Mulliken charges for atoms 1 to 6, given in e:
1 C -0.100
2 C 0.528
3 C -0.354
4 C -0.291
5 N -0.680
6 N -0.293

Entry from the Open Molecules 2025 dataset: an isolated molecule of C3H9N2OP (wB97M-V/def2-TZVPD).

```
16
C3H9N2OP | the Open Molecules 2025 dataset | wB97M-V/def2-TZVPD
C 1.919 -0.733 0.086
C 0.627 -0.047 -0.460
C 0.166 1.111 0.338
N -1.514 1.279 -0.080
P -2.111 -0.223 -0.519
O -2.666 -0.689 0.945
N -0.571 -0.966 -0.592
H 2.220 -0.574 1.163
H 2.817 -0.505 -0.449
H 1.543 -1.780 0.045
H 0.774 0.144 -1.500
H 0.178 0.987 1.442
H 0.701 2.078 0.015
H -1.730 2.010 -0.772
H -1.917 -0.387 1.619
H -0.436 -1.704 -1.281
```

2S+1 = 1
SMILES = C[C@@H]1CNP(O)N1
HOMO energy = -8.758 eV
total charge = 0
ΔE to the lowest compared entry with this formula, charge and spin = 99.2 kJ/mol
E_LUMO = 0.8561 eV
electronic energy = -645.80263 hartree

Here are the Mulliken charges for atoms 1 to 6, given in e:
1 C -1.160
2 C 0.565
3 C -0.698
4 N -0.449
5 P -0.040
6 O -0.473